A 2-piece molecular cluster, C26H27N2O overall, computed with ωB97M-V with the def2-TZVPD basis set.

Geometry as XYZ:
```
56
Properties=species:S:1:pos:R:3:forces:R:3:nbo_charge:R:1
C -1.6805 -0.1019 1.8696 0.43 -1.52 0.00 -0.264
C -2.1999 1.2006 1.3002 -0.52 0.48 -1.40 -0.262
N -2.5382 1.0231 -0.1465 0.10 -0.38 0.09 -0.392
C -1.3005 0.6013 -0.8755 -1.19 0.95 0.33 -0.262
C -0.7927 -0.7039 -0.3025 0.07 -1.20 0.86 -0.265
N -1.6425 -1.1884 0.8323 -0.69 0.96 -0.55 -0.415
C -3.0418 -1.3537 0.2976 1.00 -0.85 0.65 -0.263
C -3.5720 -0.0563 -0.2822 0.56 1.43 -0.14 -0.263
H -0.6481 0.0155 2.2213 -0.19 -0.12 0.23 0.201
H -2.3309 -0.4696 2.6747 0.31 0.06 0.01 0.201
H -3.1016 1.5458 1.8158 0.13 -0.03 -0.08 0.211
H -1.4449 1.9889 1.3643 -0.14 -0.02 0.00 0.208
H -1.5461 0.5097 -1.9381 0.02 0.07 0.15 0.211
H -0.5598 1.3979 -0.7572 -0.14 -0.04 -0.09 0.208
H -0.8119 -1.4992 -1.0603 0.26 0.09 0.17 0.202
H 0.2151 -0.5773 0.1087 -0.02 -0.17 -0.22 0.199
H -2.9789 -2.1270 -0.4801 -0.18 -0.03 0.34 0.204
H -3.6588 -1.6894 1.1430 0.11 -0.17 -0.30 0.204
H -4.4765 0.2815 0.2361 0.16 -0.03 -0.12 0.210
H -3.8051 -0.1598 -1.3478 0.01 0.08 0.19 0.210
C 4.9798 -1.8329 4.7721 -0.15 -0.07 -0.14 -0.259
O 4.4513 -1.9194 3.4427 -1.23 -0.10 -0.51 -0.465
C 3.1577 -2.2277 3.1843 0.32 -0.42 0.38 0.404
C 2.7971 -2.2513 1.8094 0.24 0.17 0.30 -0.254
C 1.5386 -2.6383 1.4131 0.45 -0.07 -0.12 -0.117
C 0.5579 -3.0581 2.3434 0.21 0.18 -0.03 -0.255
C -0.6632 -3.6795 1.9091 0.75 0.13 0.75 0.485
C -1.7801 -3.9317 2.8038 -0.99 -1.09 0.05 -0.098
C -2.4833 -5.0859 2.3253 0.22 0.40 1.67 -0.036
C -3.3226 -5.8175 3.1588 0.27 0.16 -0.65 -0.187
C -3.5980 -5.3346 4.4386 0.29 0.48 0.12 -0.132
C -3.0090 -4.1378 4.8758 -0.20 -0.15 -0.15 -0.223
C -2.0844 -3.4537 4.0777 -0.32 0.17 -0.05 -0.154
C -1.8617 -5.5169 1.0928 1.29 -0.32 -0.91 0.084
C -0.7488 -4.6475 0.8079 -0.97 -1.04 -0.37 -0.203
C 0.1381 -5.0448 -0.1959 -0.32 0.21 -0.15 -0.115
C -0.1284 -6.2075 -0.9414 -0.19 0.00 0.05 -0.216
C -1.1758 -7.0726 -0.5985 0.49 0.56 -0.10 -0.134
C -2.0232 -6.7383 0.4556 -0.18 0.57 0.47 -0.217
C 0.9326 -2.9944 3.7113 -0.18 0.05 0.10 -0.034
C 2.1881 -2.6087 4.1482 0.41 0.20 -0.28 -0.338
H 5.9919 -1.4661 4.6129 -0.09 -0.04 0.21 0.221
H 4.4124 -1.1273 5.3828 0.01 -0.04 -0.07 0.191
H 5.0086 -2.8173 5.2462 -0.05 0.08 -0.05 0.193
H 3.5776 -1.9766 1.0969 -0.37 -0.01 0.13 0.247
H 1.2957 -2.6146 0.3558 0.04 0.01 0.17 0.225
H -3.6780 -6.7914 2.8149 -0.15 0.38 0.23 0.228
H -4.2408 -5.9056 5.1074 0.12 0.21 -0.16 0.237
H -3.2652 -3.7390 5.8566 0.13 -0.15 -0.23 0.235
H -1.6187 -2.5512 4.4538 -0.12 -0.01 0.01 0.226
H 1.0201 -4.4527 -0.4145 -0.10 -0.23 -0.10 0.222
H 0.4954 -6.4441 -1.8018 0.00 -0.01 0.34 0.235
H -1.3063 -8.0144 -1.1218 0.05 0.16 -0.01 0.236
H -2.7681 -7.4312 0.8429 0.08 0.09 -0.35 0.227
H 0.2295 -3.3157 4.4672 0.17 -0.14 -0.10 0.216
H 2.4157 -2.6557 5.2203 -0.02 0.10 -0.58 0.243
```
Positions in Å, forces in eV/Å.

Properties
**Net charge**: +1
**Energy above the lowest of the compared OMol25 structures with the same formula, charge and spin**: 20.1 kcal per mole
**LUMO level**: -5.34 eV
**Highest occupied orbital energy**: -0.388 hartree
**Orbital gap**: 5.2 eV